(1)
A structure of composition C26H44BrN3OP2Re at a distorted geometry. Source: the OMol25 dataset; level of theory: ωB97M-V/def2-TZVPD.

Each line ends with the Löwdin charge.
Geometry (Å):
N1 -6.321139 3.766465 -4.881125  0.3045
C1 -6.121477 4.263022 -3.661509  0.0065
C2 -5.161536 3.724674 -2.791667  0.0427
C3 -4.310876 2.719646 -3.271702  -0.1653
C4 -4.609663 2.125428 -4.504553  0.0367
C5 -5.614260 2.721434 -5.298772  0.0044
C6 -3.000518 2.464733 -2.546726  -0.2729
Re1 -2.167703 0.947362 -1.512046  1.3590
P1 4.157292 -0.401793 -1.026954  0.8427
C7 -1.953652 1.695727 -3.283261  -0.2941
C8 -0.628043 1.738090 -2.660584  -0.3623
C9 0.575601 1.276545 -3.271167  0.0159
C10 1.703076 1.089254 -2.493932  -0.1218
C11 1.687217 1.352884 -1.104276  -0.4434
C12 0.685415 2.154391 -0.590023  -0.0946
C13 -0.592691 2.330570 -1.302751  -0.2261
Br1 2.411122 0.129449 0.330307  1.1434
H1 -2.719361 3.429798 -2.083282  0.1149
H2 -2.058703 1.435806 -4.325114  0.1263
H3 -5.031905 4.143691 -1.798866  0.1452
H4 -4.050505 1.282883 -4.903993  0.1256
H5 -6.709377 5.133761 -3.362016  0.1671
H6 -5.808084 2.358518 -6.312973  0.1656
H7 0.544275 1.058698 -4.340463  0.1498
H8 -1.035719 3.325918 -1.094246  0.1275
H9 2.610657 0.841412 -3.021271  0.0776
H10 0.816840 2.695357 0.345297  0.1138
P2 -1.914577 -1.350365 -1.696661  0.8481
C14 5.072640 1.146833 -0.818888  -0.3650
C15 6.357410 1.297819 -1.628605  -0.0753
H11 5.277439 1.279845 0.252539  0.0986
H12 4.381802 1.951063 -1.106352  0.0946
H13 6.704039 2.335998 -1.521143  0.1135
H14 7.167828 0.647292 -1.276609  0.0986
H15 6.197232 1.097318 -2.695964  0.0857
C16 4.053018 -0.942013 -2.736367  -0.3480
C17 5.067883 -1.989251 -3.210194  -0.0781
H16 4.165945 -0.058166 -3.383608  0.1015
H17 3.034810 -1.331459 -2.883640  0.0991
H18 4.944279 -2.139689 -4.290069  0.1157
H19 6.103788 -1.673322 -3.039668  0.0962
H20 4.902357 -2.950413 -2.714600  0.0950
C18 4.969953 -1.684101 -0.045607  -0.3524
C19 5.610144 -1.256290 1.284761  -0.0976
H21 5.720924 -2.161453 -0.693475  0.1083
H22 4.190066 -2.434540 0.158012  0.1069
H23 5.449291 -2.060070 2.014971  0.1033
H24 6.695754 -1.109828 1.193953  0.1076
H25 5.180352 -0.341808 1.706026  0.0604
C20 -1.510039 -2.217907 -0.126789  -0.3879
C21 -1.753181 -3.725076 -0.104503  -0.1120
H26 -2.092211 -1.726886 0.662683  0.0381
H27 -0.455959 -1.977609 0.082757  0.0748
H28 -2.818479 -3.959501 0.028783  0.0896
H29 -1.382852 -4.228513 -1.006757  0.0789
H30 -1.216575 -4.155036 0.750860  0.0946
C22 -0.542515 -1.962453 -2.754869  -0.3702
C23 -0.869678 -2.113998 -4.239344  -0.1164
H31 -0.196696 -2.915435 -2.327137  0.0892
H32 0.277392 -1.236793 -2.624631  0.0439
H33 -1.720065 -2.787679 -4.410875  0.0823
H34 -1.080935 -1.143901 -4.711196  0.0684
H35 0.000890 -2.549394 -4.749629  0.0916
C24 -3.445860 -2.190572 -2.256628  -0.3652
C25 -4.676042 -1.667498 -1.525326  -0.1199
H36 -3.313113 -3.272002 -2.110060  0.0973
H37 -3.528280 -2.005868 -3.337050  0.0863
H38 -5.569073 -1.839405 -2.137673  0.0972
H39 -4.815238 -2.162906 -0.557514  0.0908
H40 -4.612603 -0.584561 -1.341991  0.0460
N2 -0.734461 1.477808 2.151655  0.1932
C26 -1.683081 0.561154 1.833004  -0.5779
N3 -1.809163 -0.466225 2.723936  0.1991
O1 -2.421485 0.622390 0.806841  -0.1265
H41 -0.076186 1.298875 2.905735  0.1337
H42 -0.678502 2.336335 1.626386  0.1006
H43 -2.645959 -1.035958 2.649047  0.1392
H44 -1.329917 -0.395305 3.616339  0.1359

Cartesian forces (eV/Å) of the 6 atoms listed first:
2.618 -1.827 2.517
-0.973 1.251 0.215
-0.097 -0.151 -1.063
0.545 -0.514 0.246
-0.816 1.049 -0.026
-0.284 -0.406 -1.478

Output
Gap between HOMO and LUMO (alpha / beta) (eV): 5.16 / 4.96
Energy relative to the best compared isomer or geometry (same formula, charge and spin) (kJ/mol): 0.00
Spin multiplicity: 4
Charge: +4
E_HOMO (alpha / beta) (eV): -18.0 / -18.6


(2)
A structure of composition C26H44BrNOP2Ti at a distorted geometry. Source: the OMol25 dataset; level of theory: ωB97M-V/def2-TZVPD.

Each line ends with the Löwdin charge.
Geometry (Å):
N1 -5.557224 2.027502 -2.793465  0.0608
C1 -5.464103 2.460705 -1.527054  -0.1146
C2 -4.301069 2.273191 -0.761067  -0.0350
C3 -3.165106 1.682610 -1.339522  -0.2407
C4 -3.265432 1.254762 -2.666327  -0.0289
C5 -4.486190 1.469026 -3.356774  -0.1240
C6 -1.897878 1.640597 -0.513777  -0.2878
Ti1 -0.524565 0.336966 0.069264  0.7010
P1 2.806222 -0.952196 0.350185  1.1857
C7 -0.549917 1.990018 -0.964877  -0.2640
C8 0.318803 2.907300 -0.101458  -0.2410
C9 1.730164 2.767995 -0.005524  -0.0629
C10 2.476942 3.623770 0.828416  -0.1166
C11 1.862836 4.697431 1.513878  -0.7368
C12 0.477294 4.920295 1.275879  -0.0817
C13 -0.258836 4.051752 0.478077  -0.0200
Br1 2.812304 5.756894 2.656364  0.8629
H1 -2.146708 2.105557 0.449378  0.0812
H2 -0.280897 2.005837 -2.032697  0.1361
H3 -4.305958 2.587588 0.284589  0.1095
H4 -2.439656 0.744191 -3.159447  0.1002
H5 -6.330116 2.977038 -1.089199  0.1183
H6 -4.568746 1.193024 -4.421291  0.1170
H7 2.231519 2.070119 -0.695982  0.0855
H8 -1.293504 4.297933 0.207964  0.1377
H9 3.558033 3.501088 0.901277  0.1009
H10 -0.024126 5.794995 1.687475  0.1161
P2 -1.159324 -2.096626 -0.334046  0.8987
C14 4.313783 0.131331 0.559839  -0.3294
C15 5.704844 -0.458343 0.235253  -0.1016
H11 4.329150 0.519548 1.596598  0.0854
H12 4.104159 0.984943 -0.113484  0.0787
H13 6.462418 0.344562 0.255989  0.0970
H14 5.993932 -1.205426 0.989125  0.0859
H15 5.759946 -0.924249 -0.759259  0.0660
C16 2.505224 -0.631727 -1.396979  -0.3885
C17 3.330915 -1.570261 -2.313406  -0.1063
H16 2.871501 0.386388 -1.578304  0.0764
H17 1.424172 -0.690304 -1.621308  0.0451
H18 2.816155 -1.709759 -3.275890  0.0941
H19 4.301872 -1.101724 -2.529299  0.0820
H20 3.539913 -2.565197 -1.887949  0.0863
C18 1.924744 -0.485563 1.835902  -0.4161
C19 2.795859 -0.975308 3.034936  -0.1050
H21 0.945493 -1.013655 1.853771  0.0452
H22 1.822120 0.612825 1.824684  0.0813
H23 2.165228 -1.216530 3.903201  0.0954
H24 3.358691 -1.888847 2.772388  0.0858
H25 3.527744 -0.214771 3.355890  0.0897
C20 -0.804656 -3.024036 1.213857  -0.3884
C21 -1.302867 -4.474999 1.196880  -0.1218
H26 -1.281320 -2.477334 2.045280  0.0858
H27 0.286480 -2.969372 1.375593  0.0663
H28 -2.400937 -4.514046 1.180522  0.0777
H29 -0.922439 -5.054385 0.343250  0.0743
H30 -0.962827 -4.983913 2.108805  0.0891
C22 -0.178225 -3.008024 -1.578072  -0.3918
C23 -0.562492 -2.575444 -2.988705  -0.1390
H31 -0.347749 -4.085343 -1.432896  0.0897
H32 0.881681 -2.784521 -1.365164  0.0501
H33 -1.579672 -2.882004 -3.266713  0.0782
H34 -0.515863 -1.488794 -3.125680  0.0653
H35 0.109078 -3.037280 -3.720013  0.0865
C24 -2.906035 -2.431726 -0.748955  -0.3406
C25 -3.677669 -1.405655 0.067989  -0.1389
H36 -3.174604 -3.481336 -0.518640  0.0967
H37 -3.077089 -2.285343 -1.829638  0.0898
H38 -4.304472 -0.778398 -0.575926  0.0824
H39 -4.327473 -1.922875 0.775707  0.0890
H40 -3.007977 -0.723269 0.664187  0.0318
C26 -0.792860 1.062580 3.391283  -0.0064
O1 -1.118362 0.825168 1.977698  -0.2545
H41 -1.389506 0.328493 3.963012  0.1113
H42 -1.076914 2.096015 3.645513  0.1127
H43 0.284795 0.900164 3.569364  0.0862
H44 -2.102617 0.758351 1.949544  0.1140

Cartesian forces (eV/Å) of the 6 atoms listed first:
0.132 0.454 0.067
0.705 -0.576 0.098
-0.481 -0.003 -0.384
0.419 0.218 -0.016
-0.838 0.154 -0.089
0.710 -0.207 0.423

Output
Gap between HOMO and LUMO (alpha / beta) (eV): 7.32 / 3.53
Energy relative to the best compared isomer or geometry (same formula, charge and spin) (kJ/mol): 40.21
Spin multiplicity: 3
Charge: +2
E_HOMO (alpha / beta) (eV): -13.2 / -13.0


> Among the records above, which one has the lowest charge?

C26H44BrNOP2Ti


> Which of these has the highest spin multiplicity?

C26H44BrN3OP2Re